1.
A 3-piece molecular cluster, C12H29FN3O2 overall in a non-equilibrium geometry. Source: the Open Molecules 2025 dataset; level of theory: ωB97M-V/def2-TZVPD.

XYZ file:
```
47
Properties=species:S:1:pos:R:3:forces:R:3:nbo_charge:R:1
C 2.5321 -0.1450 0.1254 0.1 0.5 0.0 -0.91
C 1.9966 1.0303 0.7033 -0.3 -0.6 0.2 0.08
N 0.7581 1.4957 0.7723 0.6 0.5 -1.1 -0.65
C -0.1989 0.8676 -0.0531 -0.1 0.4 0.9 0.33
C -1.1173 -0.0469 0.7431 0.2 -0.3 -0.7 -0.64
F -1.0636 1.8940 -0.5725 -0.1 -0.1 -0.3 -0.43
H 2.3449 -0.4816 -0.8842 -0.7 -0.4 0.2 0.18
H 3.2578 -0.7070 0.6991 0.7 0.4 -0.3 0.17
H 2.7163 1.6692 1.2305 -0.2 -0.4 0.8 0.14
H 0.1922 0.3780 -0.9418 0.1 -0.1 -0.1 0.13
H -0.5223 -0.6765 1.3992 0.0 0.0 0.2 0.22
H -1.6475 -0.6958 0.0428 -0.3 0.0 0.1 0.18
H -1.8201 0.5682 1.2928 0.0 0.0 0.2 0.21
C 5.4316 -0.1579 -5.6143 0.1 0.1 -0.1 -0.61
C 4.0487 0.2459 -5.1102 0.1 -0.3 0.0 -0.08
C 3.8216 -0.0251 -3.6159 -0.2 0.2 0.1 -0.08
O 3.5950 -1.3827 -3.2920 0.2 0.0 -0.2 -0.54
C 4.7589 -2.1696 -3.1730 -0.2 -0.1 0.1 -0.24
N 3.0324 -0.4005 -5.9489 -0.1 0.1 0.0 -0.83
H 5.5153 -1.2349 -5.7578 0.0 0.0 0.1 0.20
H 5.6300 0.3090 -6.5802 0.0 0.0 0.0 0.21
H 6.2124 0.1582 -4.9196 0.0 0.0 0.0 0.20
H 3.9561 1.3272 -5.2491 -0.1 0.0 0.1 0.18
H 2.9165 0.5038 -3.3104 0.0 -0.1 0.1 0.20
H 4.6371 0.3808 -3.0051 0.1 0.0 0.0 0.17
H 5.5926 -1.5949 -2.7590 0.0 0.0 0.0 0.17
H 5.0509 -2.6053 -4.1344 0.1 0.0 0.0 0.15
H 4.5301 -2.9887 -2.4909 0.0 0.0 0.0 0.19
H 2.1177 -0.0429 -5.6892 0.0 0.0 0.0 0.35
H 2.9992 -1.3802 -5.6797 0.0 0.0 0.0 0.35
C -6.3302 0.7020 4.6356 -0.1 0.1 0.0 -0.61
C -4.9653 1.3847 4.6362 0.0 -0.3 0.0 -0.08
C -4.0427 0.9382 3.4932 0.2 0.2 -0.1 -0.08
O -3.4550 -0.3338 3.6686 -0.2 -0.1 0.1 -0.54
C -4.2707 -1.4324 3.3218 0.2 -0.1 0.1 -0.25
N -4.3430 1.1988 5.9512 0.1 0.1 0.0 -0.83
H -6.2777 -0.3153 5.0229 0.1 0.0 0.0 0.20
H -7.0237 1.2509 5.2738 0.0 0.0 0.0 0.21
H -6.7535 0.6657 3.6298 0.0 0.0 0.0 0.20
H -5.1383 2.4562 4.4982 0.1 0.0 0.0 0.19
H -3.2038 1.6365 3.4435 0.0 0.0 0.0 0.20
H -4.5549 0.9908 2.5233 -0.1 0.0 0.0 0.17
H -4.9223 -1.1991 2.4744 0.0 0.0 0.0 0.17
H -4.8745 -1.7683 4.1703 -0.1 0.0 -0.1 0.15
H -3.6101 -2.2513 3.0370 0.0 0.0 0.0 0.19
H -3.4893 1.7478 5.9926 0.0 0.1 0.0 0.35
H -4.0194 0.2363 6.0003 0.0 0.0 0.0 0.35
```
Positions in Å, forces in eV/Å.

Results
HOMO, Ha: -0.066
HOMO-LUMO gap, eV: 4.657
Charge: -1

2.
C26H39ClIrN3O4Te as an isolated structure in a non-equilibrium geometry. Source: the Open Molecules 2025 dataset; level of theory: ωB97M-V/def2-TZVPD.

XYZ file:
```
75
Properties=species:S:1:pos:R:3:forces:R:3:lowdin_spin:R:1
O 0.2923 -0.3457 -1.7947 1.5 -0.1 -2.7 0.29
C -0.5218 -0.1872 -2.9214 -1.1 0.5 -0.2 0.03
C -0.2708 1.1373 -3.6040 0.2 0.3 -0.1 0.01
C 0.3924 2.1693 -2.9489 -0.1 -0.2 -0.1 0.00
H 0.7608 1.9854 -1.9508 0.0 0.1 0.0 0.00
C 0.5887 3.3964 -3.5659 0.0 0.1 -0.1 0.00
H 1.0961 4.1930 -3.0349 0.0 0.0 0.0 0.00
C 0.1350 3.6067 -4.8612 0.0 0.0 0.1 0.00
H 0.2858 4.5632 -5.3456 0.0 0.0 0.0 0.00
C -0.5091 2.5757 -5.5335 0.0 -0.1 0.0 0.00
H -0.8586 2.7256 -6.5471 0.0 0.0 0.0 0.00
C -0.7102 1.3545 -4.9065 0.0 0.0 0.0 0.00
H -1.2170 0.5538 -5.4313 -0.1 0.0 0.0 0.00
H -0.3051 -0.9718 -3.6549 0.1 -0.2 0.0 0.01
C -2.2937 -1.8172 -2.2163 0.1 -1.0 -0.7 0.00
C -1.9649 -0.3827 -2.4752 0.1 -0.2 -2.9 0.06
H -3.3491 -2.0481 -2.3344 -0.1 0.1 0.0 0.00
H -1.9821 -2.1023 -1.2130 -0.3 -0.3 -0.7 0.00
H -1.7358 -2.4596 -2.9021 0.0 0.0 -0.3 0.00
C -2.7967 0.6475 -2.3065 -0.4 0.6 -1.8 0.07
C -4.2105 0.6131 -1.8335 -0.9 -0.2 -0.3 0.01
H -2.4283 1.6368 -2.5559 0.1 0.1 0.1 0.00
H -4.9172 1.0000 -2.5624 0.0 0.2 -0.4 0.00
H -4.3295 1.1992 -0.9188 0.0 0.1 -0.3 0.00
H -4.5169 -0.4056 -1.5815 -0.1 0.2 -0.1 0.00
Ir -0.1724 -0.4442 0.0192 -1.5 3.0 1.6 2.43
Cl -2.4700 -0.2454 -0.2063 -0.1 0.4 5.8 0.42
C -1.2533 -0.2064 2.7272 0.2 0.0 0.7 0.02
O -0.3863 -0.8100 2.0745 -0.6 -0.8 1.9 0.07
N -1.4033 -0.3370 4.0480 0.0 -0.3 -0.3 0.01
C -0.8733 -1.4820 4.7595 0.3 0.2 0.0 0.00
C -2.0890 0.6744 4.8225 -0.5 -0.1 0.0 0.00
H -1.9510 0.4765 2.2452 0.2 0.4 -0.1 0.01
H -0.3104 -2.0941 4.0654 0.1 -0.1 0.0 0.00
H -1.6844 -2.0710 5.1886 -0.1 0.0 0.0 0.00
H -0.2180 -1.1537 5.5663 0.1 0.0 0.0 0.00
H -2.2853 1.5424 4.2012 0.0 0.1 -0.1 0.00
H -1.4802 0.9848 5.6723 0.1 0.0 -0.1 0.00
H -3.0383 0.2921 5.1992 -0.1 0.0 0.1 0.00
H 4.6415 1.4347 -2.0202 0.2 0.1 -0.1 0.00
H 4.5261 1.7758 0.6813 0.1 -0.1 0.0 0.00
C 3.5675 1.3230 -1.8791 0.5 -0.3 0.0 0.01
C 3.4726 1.5168 0.5772 -0.1 0.2 -0.2 0.01
N 3.2917 0.6937 -0.6057 0.2 0.6 0.3 0.05
H 3.1680 0.7199 -2.6898 -0.1 0.0 0.0 0.00
C 2.6869 -0.4842 -0.5423 0.0 -0.6 -0.1 0.11
O 1.8872 -0.8420 0.3400 2.4 -0.7 0.5 0.02
H 3.1224 0.9802 1.4497 0.1 0.0 0.0 0.00
H 2.9728 -1.1714 -1.3497 -0.4 0.1 -0.3 0.01
H 3.1013 2.3080 -1.9091 -0.1 0.0 0.0 0.00
H 2.8828 2.4238 0.4730 0.0 0.1 0.2 0.00
H -0.2678 -5.8288 0.5606 0.0 -0.1 0.0 0.00
H 1.9286 -5.9939 -1.0602 0.1 0.0 0.0 0.00
C -0.6357 -5.2931 -0.3151 -0.1 -0.1 0.3 0.00
C 1.4160 -5.2754 -1.6992 -0.2 0.0 0.0 0.00
N 0.4333 -4.5388 -0.9338 -0.2 0.1 -0.3 0.00
H -1.4310 -4.6204 -0.0125 0.1 0.1 0.1 0.00
C 0.4570 -3.2073 -0.8679 -0.6 0.2 0.8 0.01
O -0.3091 -2.5412 -0.1510 0.5 -3.4 -0.4 0.08
H 2.1365 -4.5783 -2.1095 0.2 0.0 -0.1 0.00
H 1.1900 -2.7216 -1.5100 0.2 0.1 0.0 0.00
H -1.0510 -6.0102 -1.0216 0.1 -0.1 -0.1 0.00
H 0.9322 -5.8178 -2.5129 0.0 0.0 0.0 0.00
Te 0.0587 2.2889 0.5981 -0.2 0.7 0.9 0.18
C 0.5969 2.2683 2.6878 0.1 0.0 -0.4 0.02
C 0.2173 3.3711 3.4652 0.3 -0.3 0.6 0.01
C 0.5455 3.4310 4.8247 0.1 -0.4 -0.3 0.00
C 1.2576 2.3875 5.4208 -0.1 0.0 -0.2 0.00
C 1.6403 1.2844 4.6582 -0.3 0.4 -0.3 0.00
C 1.3143 1.2254 3.3007 0.0 0.6 0.5 0.00
H -0.3321 4.1869 3.0145 0.0 0.0 -0.1 0.00
H 0.2484 4.2861 5.4170 0.0 0.1 0.0 0.00
H 1.5104 2.4310 6.4722 0.0 0.0 0.0 0.00
H 2.1878 0.4709 5.1176 0.0 0.0 0.0 0.00
H 1.6143 0.3539 2.7472 0.0 -0.1 -0.3 0.00
```
Positions in Å, forces in eV/Å.

Results
HOMO (alpha / beta), Ha: -0.173 / -0.225
Expectation value of S²: 6.02
Spin multiplicity: 5
HOMO-LUMO gap (alpha / beta), eV: 5.000 / 5.517
Charge: 0
Energy above the lowest of the compared OMol25 structures with the same formula, charge and spin, kcal per mole: 9.0

3.
C27H22O5PS3W as an isolated structure. Source: the Open Molecules 2025 dataset; level of theory: ωB97M-V/def2-TZVPD.

XYZ file:
```
59
Properties=species:S:1:pos:R:3:forces:R:3:nbo_charge:R:1
W 0.6600 0.1732 -0.1460 0.3 0.4 -0.1 1.41
O -1.6778 0.1930 -0.1797 -0.1 -0.1 0.1 -0.59
C -1.4925 0.2977 1.0441 0.1 -0.2 -0.1 0.82
O -0.4158 -0.2947 1.5115 -0.2 0.1 0.0 -0.66
C -2.2022 1.3067 1.8787 0.0 0.1 0.0 -0.34
C -1.6428 1.4132 3.3074 0.0 0.0 0.0 0.08
C -2.5105 2.3887 4.1142 0.0 0.0 0.0 -0.42
C -2.0123 3.7552 3.5775 0.0 0.0 0.0 -0.43
C -1.0214 3.3012 2.5041 0.0 0.0 0.0 0.08
O -0.4295 2.1397 3.0866 0.0 0.0 0.0 -0.52
C -1.8191 2.7246 1.3013 0.0 0.0 0.0 -0.33
C -1.0191 2.7496 0.0115 0.2 0.1 -0.1 0.81
O -1.2804 3.4165 -0.9335 0.0 0.0 0.0 -0.48
O 0.1555 2.0046 0.0459 -0.2 -0.1 0.1 -0.73
H -3.2755 1.1305 1.8193 0.0 0.0 0.0 0.27
H -1.4208 0.4603 3.7805 0.0 0.0 0.0 0.23
H -2.3199 2.2834 5.1797 0.0 0.0 0.0 0.23
H -3.5742 2.2245 3.9454 0.0 0.0 0.0 0.22
H -1.4846 4.3112 4.3496 0.0 0.0 0.0 0.23
H -2.8059 4.3870 3.1829 0.0 0.0 0.0 0.22
H -0.2498 4.0169 2.2325 0.0 0.0 0.0 0.23
H -2.7053 3.3172 1.0901 0.0 0.0 0.0 0.26
C 5.1748 -4.2485 0.1623 0.0 0.0 0.0 -0.16
C 4.7815 -4.1480 1.4870 0.0 0.0 0.0 -0.19
C 3.9081 -3.1436 1.8794 0.0 0.0 0.0 -0.21
C 3.4254 -2.2436 0.9321 0.0 0.0 -0.1 -0.32
C 3.8329 -2.3395 -0.4007 0.0 0.0 0.0 -0.18
C 4.7065 -3.3405 -0.7809 0.0 0.0 0.0 -0.20
P 2.3779 -0.8672 1.4145 0.0 -0.1 0.2 1.20
C 1.8158 -1.0617 3.0989 0.0 0.0 0.0 -0.44
C 1.1603 -2.2346 3.4803 0.0 0.0 0.0 -0.12
C 0.6239 -2.3353 4.7515 0.0 0.0 0.0 -0.22
C 0.7317 -1.2682 5.6372 0.0 0.0 0.0 -0.17
C 1.3636 -0.0960 5.2510 0.0 0.0 0.0 -0.20
C 1.8999 0.0152 3.9763 0.0 0.0 0.0 -0.16
C 3.2287 0.6480 1.0564 0.0 -0.1 0.0 -0.28
C 4.3281 1.3287 1.5718 0.1 0.0 -0.1 -0.21
C 4.8219 2.3762 0.8196 0.0 0.0 0.0 -0.15
C 4.2419 2.7190 -0.4126 0.0 0.0 0.0 -0.17
C 3.1401 2.0494 -0.9021 0.0 0.0 0.0 -0.17
C 2.6036 0.9972 -0.1456 0.1 0.0 0.1 -0.35
H 5.8541 -5.0345 -0.1394 0.0 0.0 0.0 0.23
H 5.1567 -4.8480 2.2209 0.0 0.0 0.0 0.23
H 3.6171 -3.0575 2.9172 0.0 0.0 0.0 0.23
H 3.4698 -1.6311 -1.1356 0.0 0.0 0.0 0.23
H 5.0215 -3.4179 -1.8125 0.0 0.0 0.0 0.23
H 1.0651 -3.0616 2.7862 0.0 0.0 0.0 0.22
H 0.1201 -3.2434 5.0537 0.0 0.0 0.0 0.23
H 0.3153 -1.3533 6.6324 0.0 0.0 0.0 0.23
H 1.4363 0.7369 5.9372 0.0 0.0 0.0 0.23
H 2.3612 0.9440 3.6660 0.0 0.0 0.0 0.23
H 4.7946 1.0364 2.5033 0.0 0.0 0.0 0.24
H 5.6805 2.9317 1.1732 0.0 0.0 0.0 0.24
H 4.6657 3.5341 -0.9844 0.0 0.0 0.0 0.24
H 2.6926 2.3456 -1.8422 0.0 0.0 0.0 0.24
S 0.0698 -2.4531 -3.8026 0.0 0.0 0.0 0.22
C 0.3406 -1.5472 -2.5183 0.0 0.1 0.0 -0.54
S 0.5427 0.2064 -2.5052 -0.2 0.0 0.0 0.12
S 0.5193 -2.0990 -0.8617 0.0 -0.1 0.1 0.09
```
Positions in Å, forces in eV/Å.

Results
HOMO, Ha: -0.424
HOMO-LUMO gap, eV: 6.371
Charge: +1
Energy above the lowest of the compared OMol25 structures with the same formula, charge and spin, kcal per mole: 6.7

4.
C5H8O2 as an isolated structure. Source: the Open Molecules 2025 dataset; level of theory: ωB97M-V/def2-TZVPD.

XYZ file:
```
15
Properties=species:S:1:pos:R:3:forces:R:3:nbo_charge:R:1
O 2.1085 -0.2758 0.1784 -0.5 0.2 -0.2 -0.51
C 0.9823 0.0075 -0.1383 0.4 0.0 0.1 0.60
C 0.4432 1.2678 -0.8300 0.0 0.0 0.0 -0.55
C -1.0253 0.8192 -0.8280 -0.1 0.3 -0.1 0.08
C -1.2673 0.2911 0.5967 -0.1 0.1 0.1 -0.43
C -0.3203 -0.7838 0.0319 0.1 -0.3 0.2 -0.03
O -0.9073 -0.5617 -1.2793 0.0 -0.1 -0.1 -0.50
H 2.0226 -2.1857 1.5390 0.0 -0.1 0.1 0.02
H 1.8491 -2.7292 2.0191 0.0 0.0 0.0 -0.03
H 0.6591 2.1714 -0.2516 0.0 -0.1 -0.1 0.23
H 0.8479 1.3750 -1.8398 -0.1 0.0 0.1 0.25
H -1.7587 1.4057 -1.3821 0.1 -0.1 0.1 0.20
H -0.9491 0.8949 1.4529 0.0 -0.1 -0.1 0.21
H -2.2780 -0.0999 0.7261 0.2 0.0 0.0 0.23
H -0.2763 -1.8203 0.3634 0.0 0.2 -0.1 0.22
```
Positions in Å, forces in eV/Å.

Results
HOMO, Ha: -0.345
HOMO-LUMO gap, eV: 10.320
Charge: 0
Energy above the lowest of the compared OMol25 structures with the same formula, charge and spin, kcal per mole: 62.6

Number 1: energy -889.14774 a.u.. Number 2: energy -2311.64468 a.u.. Number 3: energy -3021.11323 a.u.. Number 4: energy -345.70524 a.u..